Here is a structure of composition C21H36AsFeN4O8S5Si3 at a distorted geometry from the Open Molecules 2025 dataset. Energies are from ωB97M-V/def2-TZVPD.

Properties
⟨S²⟩	8.7975
HOMO level (alpha / beta)	-8.370 / -8.251	eV
energy relative to the best compared isomer or geometry (same formula, charge and spin)	0.00	kcal/mol
frontier orbital gap (alpha / beta)	7.51 / 5.29	eV
2S+1	6
E_tot	-8001.72129	hartree

Geometry as XYZ:
```
79
Properties=species:S:1:pos:R:3:forces:R:3
Fe 1.4380 0.8030 0.1662 0.0108 -0.0817 -0.1054
O 0.5195 2.8668 -3.1075 -0.0570 0.0337 0.0058
C 1.1440 2.0314 -2.4818 0.1181 0.0282 -0.0192
O 1.4115 2.1419 -1.2131 -0.0791 -0.0647 -0.0287
C 1.6694 0.8085 -3.2038 -0.0864 -0.0030 -0.0001
C 1.6371 0.8721 -4.5834 0.0126 0.0110 -0.0272
C 2.0484 -0.1972 -5.3610 0.2610 0.1312 0.0286
C 2.4860 -1.3671 -4.7795 0.0458 -0.0133 0.0203
C 2.5446 -1.4276 -3.4063 0.0041 0.0260 -0.0179
C 2.1339 -0.3670 -2.5419 0.0190 -0.0952 0.0605
O 2.1178 -0.5337 -1.2638 0.0842 0.1161 -0.0157
N 3.0017 -2.6946 -2.8467 -0.0917 0.0164 0.0912
O 2.6563 -3.7185 -3.4018 -0.0041 -0.0400 -0.0627
O 3.7136 -2.6728 -1.8558 0.1027 0.0330 0.0447
N 2.0027 -0.1019 -6.8177 -1.0459 -0.4313 0.0644
O 1.5200 0.9010 -7.3028 0.3274 0.2656 -0.0433
O 2.3179 -1.0887 -7.4564 0.4112 0.0503 -0.0513
H 1.2653 1.7750 -5.0461 0.0048 0.0053 -0.0024
H 2.7774 -2.2137 -5.3823 0.0080 -0.0103 -0.0070
C -0.6408 -1.5554 3.4972 0.0075 -0.0256 0.0120
Si -1.8444 -0.4956 2.5304 -0.0332 -0.0841 0.0231
C -2.0024 1.2367 3.2240 0.0140 0.0684 -0.0126
C -3.5319 -1.2989 2.6036 -0.0466 0.0456 0.0271
As -0.9384 -0.3474 0.3685 0.1825 0.1464 0.0407
Si -0.6946 -2.5638 -0.4138 0.0442 -0.0193 -0.0266
C -0.6981 -2.5462 -2.2807 0.0009 -0.0136 -0.0491
C 0.9416 -3.1621 0.2602 0.0174 -0.0216 -0.0331
C -2.0641 -3.6848 0.1961 -0.0272 -0.0144 0.0113
Si -2.4348 0.9280 -0.9472 0.0092 -0.0279 0.0005
C -4.2066 0.5148 -0.5056 -0.0357 0.0274 0.0080
C -2.1370 0.5738 -2.7512 0.0255 -0.0059 -0.0478
C -2.0436 2.7026 -0.5293 -0.0073 0.0523 -0.0245
H -0.8250 -1.4857 4.5730 0.0047 0.0097 -0.0247
H 0.3939 -1.2705 3.3036 0.0253 0.0155 0.0123
H -0.7620 -2.6020 3.2045 0.0162 0.0074 0.0150
H -2.1258 1.1882 4.3105 -0.0020 0.0114 -0.0140
H -2.8857 1.7308 2.8109 0.0053 0.0015 -0.0137
H -1.1294 1.8543 3.0044 -0.2340 -0.0949 -0.0102
H -3.8852 -1.2758 3.6396 0.0148 -0.0065 -0.0160
H -3.5102 -2.3394 2.2833 0.0118 -0.0297 -0.0243
H -4.2632 -0.7682 1.9934 0.0098 -0.0277 0.0192
H -0.2257 -1.6541 -2.6951 -0.0114 -0.0539 0.0197
H -1.7190 -2.6000 -2.6658 0.0245 0.0273 -0.0008
H -0.1541 -3.4176 -2.6582 -0.0078 0.0089 0.0164
H 1.7613 -2.6442 -0.2410 -0.0791 -0.0416 0.0878
H 1.0498 -4.2343 0.0718 -0.0027 0.0047 0.0084
H 1.0203 -2.9951 1.3373 -0.0010 -0.0040 0.0028
H -3.0558 -3.2632 0.0235 0.0024 -0.0051 -0.0120
H -1.9633 -3.9077 1.2603 -0.0186 0.0209 0.0006
H -2.0036 -4.6332 -0.3465 -0.0021 0.0127 0.0218
H -4.3880 -0.5618 -0.5290 -0.0018 0.0147 -0.0090
H -4.8818 0.9851 -1.2263 0.0137 0.0006 0.0115
H -4.4713 0.8854 0.4870 0.0004 -0.0046 -0.0204
H -2.5949 -0.3682 -3.0583 0.0136 0.0149 0.0145
H -1.0757 0.5424 -3.0037 -0.0606 0.0277 -0.0017
H -2.5831 1.3793 -3.3415 0.0097 -0.0130 0.0027
H -2.0998 2.8795 0.5485 0.0109 -0.0242 -0.0247
H -2.7647 3.3622 -1.0211 0.0079 0.0000 0.0051
H -1.0447 2.9720 -0.8851 -0.0473 -0.0125 0.0198
N 4.1313 -1.3541 0.6391 -0.2369 -0.2177 -0.0962
C 3.4986 -0.8757 1.7174 0.0524 0.1248 -0.1072
N 3.8720 -1.3020 2.9404 -0.0648 -0.0139 0.0056
O 2.5958 -0.0070 1.6284 -0.0381 -0.0984 0.0674
H 4.6659 -2.2049 0.7153 0.0371 0.0725 0.0252
H 3.6361 -1.2432 -0.2491 0.1007 0.1177 -0.0087
H 4.6226 -1.9536 3.0728 0.0159 0.0096 0.0036
H 3.4413 -0.8763 3.7418 0.0204 0.0090 0.0058
C -0.8573 5.4749 2.0013 -0.0056 -0.0517 -0.0418
S 0.2094 5.6195 3.4554 0.0248 0.0951 -0.0266
C 0.6516 4.0055 3.8945 -0.0113 -0.0471 0.1549
C 1.0040 2.9193 3.0996 0.1080 0.0974 -0.0291
S 1.0566 2.9426 1.4260 0.0132 -0.0424 0.0429
S 1.4177 1.4734 4.0022 0.0536 -0.0669 0.0814
C 1.2048 2.0947 5.6003 0.1515 0.1400 -0.0248
S 1.4812 1.2424 6.9576 -0.0509 -0.0668 0.0208
S 0.6935 3.7590 5.6085 -0.0646 -0.0645 -0.0350
H -1.4490 6.3890 2.0156 -0.0041 -0.0050 -0.0195
H -1.5168 4.6153 2.1013 0.0223 0.0256 0.0181
H -0.2825 5.4047 1.0843 -0.0231 0.0178 0.0130
```
Forces are in eV/Å.

Atomic partial charges in e from the Löwdin method, atoms 1 to 8: atom 1 (Fe): 0.524, atom 2 (O): 0.063, atom 3 (C): -0.586, atom 4 (O): -0.223, atom 5 (C): -0.047, atom 6 (C): 0.074, atom 7 (C): -0.133, atom 8 (C): 0.079